{"formula": "C20H47N4O3PS2", "method": "ωB97M-V with the def2-TZVPD basis set", "symbols": ["O", "N", "O", "P", "C", "C", "C", "S", "C", "S", "N", "C", "C", "O", "C", "C", "H", "H", "H", "H", "H", "H", "H", "H", "H", "H", "H", "H", "H", "H", "H", "H", "H", "C", "C", "N", "C", "C", "C", "C", "H", "H", "H", "H", "H", "H", "H", "H", "H", "H", "H", "H", "H", "H", "H", "C", "C", "N", "C", "C", "C", "C", "H", "H", "H", "H", "H", "H", "H", "H", "H", "H", "H", "H", "H", "H", "H"], "coordinates": [[4.6471, -3.8975, -0.1454], [4.3636, -3.4867, -1.2179], [5.2775, -2.5546, -1.6921], [5.0279, -0.8639, -1.0300], [4.7799, 0.8943, -0.3521], [3.3154, 1.3716, -0.3146], [2.9922, 2.0620, -1.6451], [1.2923, 1.9855, -2.2781], [0.7734, 0.3172, -1.9164], [1.5232, -0.9066, -2.7232], [-0.2597, 0.0775, -1.0438], [-0.7542, 1.1554, -0.1661], [-2.2730, 1.2716, -0.2601], [-2.9475, 0.0955, 0.1132], [-2.2535, -1.0603, -0.3360], [-1.3456, -0.7766, -1.5228], [5.9759, -1.1646, -0.0461], [3.6574, -1.1492, -0.9580], [5.5341, -0.4260, -2.2513], [5.3106, 1.5836, -1.0112], [5.2508, 0.9895, 0.6247], [2.6602, 0.5256, -0.0991], [3.1979, 2.0682, 0.5129], [3.6313, 1.6432, -2.4158], [3.1964, 3.1224, -1.5288], [-0.3505, 2.1335, -0.3899], [-0.4957, 0.9019, 0.8631], [-2.5443, 1.5948, -1.2705], [-2.5702, 2.0792, 0.4064], [-2.9325, -1.8839, -0.5301], [-1.5839, -1.3739, 0.4747], [-0.9870, -1.7369, -1.8776], [-1.8980, -0.3190, -2.3453], [-7.3321, 3.2828, -1.0686], [-7.4535, 3.6455, -2.5414], [-6.2034, 4.1011, -3.1178], [-6.3597, 4.7308, -4.4166], [-6.8687, 3.8729, -5.5818], [-5.0839, 3.1894, -2.9811], [-5.2357, 1.7721, -3.5517], [-6.9006, 4.1080, -0.5012], [-8.3200, 3.0692, -0.6597], [-6.7170, 2.3960, -0.9120], [-8.1760, 4.4600, -2.6345], [-7.8813, 2.7866, -3.0831], [-5.4028, 5.1792, -4.6963], [-7.0473, 5.5724, -4.2871], [-6.1076, 3.1838, -5.9448], [-7.1387, 4.5192, -6.4189], [-7.7556, 3.2994, -5.3122], [-4.8488, 3.1011, -1.9166], [-4.1992, 3.6559, -3.4214], [-6.1878, 1.3151, -3.2800], [-4.4456, 1.1308, -3.1529], [-5.1440, 1.7569, -4.6364], [2.4760, -3.1138, 2.8949], [3.7701, -3.7546, 3.3633], [4.5016, -2.9313, 4.3085], [5.8657, -3.3783, 4.5268], [6.0829, -4.7515, 5.1739], [3.7646, -2.5300, 5.4927], [3.1648, -3.6303, 6.3785], [2.6581, -2.1111, 2.5029], [2.0364, -3.7136, 2.0973], [1.7412, -3.0445, 3.6983], [4.4065, -3.9043, 2.4885], [3.5456, -4.7574, 3.7606], [6.3835, -2.6194, 5.1198], [6.3658, -3.3777, 3.5532], [5.8555, -4.7418, 6.2389], [7.1311, -5.0393, 5.0741], [5.4841, -5.5280, 4.6979], [2.9510, -1.8715, 5.1764], [4.4152, -1.8952, 6.0989], [2.6420, -4.3878, 5.7932], [2.4374, -3.1913, 7.0643], [3.9187, -4.1281, 6.9860]], "e_tot_ev": -64558.4398, "e_homo_ha": -0.296, "orbital_gap_ev": 7.79, "lumo_ev": -0.271, "charge": 0, "fmax_ev_per_a": 2.0}

{"formula": "C20H48BF3N2O6PS2", "method": "ωB97M-V with the def2-TZVPD basis set", "symbols": ["C", "C", "C", "O", "P", "S", "C", "O", "C", "C", "O", "C", "C", "C", "S", "C", "C", "C", "C", "O", "C", "F", "F", "F", "B", "O", "N", "C", "C", "H", "H", "H", "H", "H", "H", "H", "H", "H", "H", "H", "H", "H", "H", "H", "H", "H", "H", "H", "H", "H", "H", "H", "H", "H", "H", "H", "H", "H", "H", "H", "H", "H", "H", "H", "H", "H", "C", "C", "C", "O", "C", "N", "H", "H", "H", "H", "H", "H", "H", "H", "H", "H", "H"], "coordinates": [[4.7676, -3.0504, 1.7565], [5.1710, -1.8145, 0.9537], [4.0828, -1.4801, -0.0820], [2.9251, -1.0180, 0.5204], [2.3508, 0.6626, 0.3791], [2.0205, 0.5553, 2.6906], [0.6314, -0.1829, 0.1273], [-0.3555, 0.7707, -0.2746], [-1.6756, 0.4464, 0.0303], [-2.5351, 0.4153, -1.2461], [-3.5896, -0.5334, -1.1197], [-4.8782, 0.0582, -1.1377], [-5.2533, 0.7765, 0.1517], [4.1314, 1.3404, 0.7239], [4.2637, 3.1292, 0.5193], [4.7273, 3.6499, 2.1890], [4.7966, 5.1805, 2.2593], [2.4830, 0.6150, -1.5525], [3.4849, 1.2265, -2.5265], [4.8507, 1.3390, -2.1308], [3.1207, 2.5648, -3.1808], [3.4929, 3.6570, -2.4886], [3.7931, 2.6521, -4.3822], [1.8176, 2.6666, -3.4907], [1.5432, 2.5153, 0.4375], [1.2453, 3.2020, -0.7485], [1.1353, 3.1905, 1.7172], [-0.2830, 2.9272, 1.9825], [1.3440, 4.6497, 1.6798], [4.9020, -3.9683, 1.1853], [5.3419, -3.1310, 2.6799], [3.7205, -2.9817, 2.0446], [5.2501, -0.9816, 1.6472], [6.1127, -2.0020, 0.4371], [4.5238, -0.8427, -0.8528], [3.8666, -2.4326, -0.5919], [2.1789, -0.7469, 2.9728], [0.3460, -0.6725, 1.0549], [0.7002, -0.9773, -0.6251], [-2.1011, 1.1731, 0.7288], [-1.7813, -0.5301, 0.5058], [-1.8756, 0.1002, -2.0513], [-2.9376, 1.4117, -1.4178], [-4.9247, 0.7397, -1.9892], [-5.5809, -0.7567, -1.3039], [-4.3910, 1.2208, 0.6384], [-5.7633, 0.1114, 0.8436], [-5.9585, 1.5759, -0.0788], [4.3091, 1.1638, 1.7800], [4.9621, 0.8882, 0.1932], [3.9573, 3.2695, 2.8588], [5.6639, 3.1790, 2.4739], [4.0473, 5.5511, 2.9516], [5.7874, 5.5173, 2.5477], [4.5640, 5.6205, 1.2907], [2.3966, -0.4408, -1.8150], [1.5118, 0.9843, -1.8897], [3.4912, 0.5843, -3.4124], [5.3638, 0.7109, -2.6295], [1.8418, 3.9262, -0.9265], [-0.6257, 3.5506, 2.8060], [-0.3802, 1.8941, 2.3163], [-0.9086, 3.0626, 1.0950], [1.7741, 4.9692, 2.6330], [2.0090, 4.9857, 0.8904], [0.4102, 5.2072, 1.5675], [-7.0626, -4.6491, 0.3697], [-6.1260, -3.7317, -0.4119], [-5.9066, -4.1655, -1.8682], [-5.0441, -5.2722, -2.0382], [-5.6353, -6.5392, -1.8428], [-4.8652, -3.5961, 0.3198], [-6.5651, -5.5679, 0.6789], [-7.4046, -4.1483, 1.2751], [-7.9420, -4.9167, -0.2209], [-6.5961, -2.7437, -0.4484], [-5.4226, -3.3396, -2.3953], [-6.8655, -4.3544, -2.3724], [-6.6750, -6.5534, -2.1853], [-5.5946, -6.8479, -0.7950], [-5.0652, -7.2603, -2.4288], [-4.2910, -2.8950, -0.1461], [-4.3508, -4.4634, 0.1935]], "e_tot_ev": -76571.4591, "e_homo_ha": -0.157, "e_above_lowest_ev": 0.000, "orbital_gap_ev": 6.62, "lumo_ev": 2.350, "charge": -1, "fmax_ev_per_a": 1.2}

{"formula": "C20H48CaO14SrV", "method": "ωB97M-V with the def2-TZVPD basis set", "symbols": ["O", "V", "O", "Sr", "Ca", "C", "O", "O", "O", "C", "O", "O", "O", "C", "C", "C", "O", "H", "H", "H", "H", "H", "H", "H", "H", "C", "C", "C", "O", "H", "H", "H", "H", "H", "H", "H", "H", "C", "C", "C", "O", "H", "H", "H", "H", "H", "H", "H", "H", "C", "C", "C", "O", "H", "H", "H", "H", "H", "H", "H", "H", "C", "C", "C", "O", "H", "H", "H", "H", "H", "H", "H", "H", "C", "C", "C", "O", "H", "H", "H", "H", "H", "H", "H", "H"], "coordinates": [[-3.6091, 2.5151, 0.8694], [-2.2534, 1.9810, 1.5465], [-2.5113, 1.8776, 3.1341], [-0.1794, 2.7859, -1.6367], [1.5318, 1.4911, 1.5118], [-0.0753, 3.8043, 1.2840], [-0.0450, 3.0644, 2.2553], [-1.0972, 3.8001, 0.6325], [0.9377, 3.7498, 0.5800], [-0.6984, 0.2728, 0.0756], [0.4310, 0.5998, -0.3129], [-1.6160, 0.9287, -0.4058], [-0.7733, 0.3212, 1.2965], [0.2472, -3.9101, 1.2591], [-0.1416, -3.4053, 2.7125], [-1.4936, -2.7730, 2.7462], [-0.0824, -4.4476, 3.5764], [1.1188, -4.5579, 1.3526], [0.3787, -3.0770, 0.5686], [-0.4885, -4.5909, 0.8309], [0.5784, -2.6193, 2.9406], [-1.4046, -1.8267, 2.2127], [-1.9027, -2.6381, 3.7475], [-2.2360, -3.4043, 2.2579], [0.8197, -4.7761, 3.5765], [-4.1563, -3.5537, -1.4027], [-3.0250, -2.5597, -1.1192], [-2.0426, -2.3874, -2.3014], [-3.5982, -1.3421, -0.7463], [-3.7652, -4.5208, -1.7186], [-4.8040, -3.2543, -2.2267], [-4.8560, -3.6627, -0.5741], [-2.4232, -2.9280, -0.2884], [-1.2374, -1.6846, -2.0875], [-2.5593, -1.9581, -3.1598], [-1.5017, -3.3012, -2.5471], [-2.8639, -0.7308, -0.8395], [-4.1834, 3.8628, -4.2702], [-3.6826, 3.1114, -3.0682], [-3.2868, 1.6440, -3.3479], [-2.5376, 3.7405, -2.5592], [-5.1767, 3.5407, -4.5827], [-3.4782, 3.7522, -5.0939], [-4.3335, 4.9232, -4.0670], [-4.4887, 3.1422, -2.3352], [-2.2737, 1.5865, -3.7457], [-3.8709, 1.2233, -4.1664], [-3.2356, 1.0514, -2.4345], [-2.7455, 4.6635, -2.3963], [-0.4269, 0.9512, 5.5144], [0.8159, 0.2551, 5.0205], [0.9001, -1.2245, 5.3824], [0.7974, 0.3590, 3.6106], [-0.4509, 2.0250, 5.3288], [-0.4856, 0.9599, 6.6028], [-1.3535, 0.4582, 5.2201], [1.7236, 0.7166, 5.4093], [0.0241, -1.6873, 4.9279], [0.8665, -1.1821, 6.4711], [1.7707, -1.7785, 5.0314], [-0.0373, 0.0099, 3.2898], [5.3563, 1.7553, -1.2473], [4.4736, 2.4855, -0.2332], [4.1803, 3.9220, -0.5812], [3.2271, 1.7878, -0.2046], [5.3200, 0.6772, -1.0906], [6.4168, 2.0044, -1.2095], [4.9366, 1.8592, -2.2479], [4.9531, 2.5131, 0.7453], [5.0268, 4.5939, -0.4393], [3.4080, 4.2913, 0.0935], [3.7717, 4.0776, -1.5796], [2.9750, 1.5667, -1.1041], [4.3881, -2.2193, -2.3433], [3.1221, -1.3088, -2.4112], [1.9614, -1.9214, -3.2459], [2.6727, -1.1239, -1.1143], [4.7625, -2.4020, -3.3506], [4.2850, -3.1218, -1.7410], [5.1363, -1.6437, -1.7983], [3.3329, -0.3080, -2.7882], [2.2493, -2.0956, -4.2826], [1.1443, -1.2016, -3.1971], [1.6305, -2.8833, -2.8541], [1.8160, -0.6909, -1.1167]], "e_tot_ev": -95148.4330, "e_homo_ha": [-0.183, -0.247], "orbital_gap_ev": [3.25, 4.97], "lumo_ev": [-1.734, -1.746], "charge": 0, "fmax_ev_per_a": 9.4, "spin_multiplicity": 2}